Below is a 9-piece molecular cluster, C63H133N7O15 overall at a distorted geometry, with properties calculated with wB97M-V/def2-TZVPD.

```
! wB97M-V def2-TZVPD RIJCOSX def2/J DEFGRID3
* xyz 0 1
O 15.04227 19.22333 22.01350
O 16.65603 24.42602 20.90698
O 8.90921 15.75488 18.45317
O 10.14806 15.30674 27.05704
O 11.06569 16.14245 18.58216
O 13.61145 19.71046 13.70765
O 16.46057 13.56591 17.54802
O 20.68496 15.94729 22.58222
O 17.15366 16.85033 19.59883
O 14.45240 15.58085 15.63101
O 13.29661 18.00780 9.69886
O 14.89824 12.46327 18.71166
O 21.91538 16.45987 12.93114
O 16.76186 13.22636 19.70955
O 10.27194 14.04241 18.11040
N 13.91262 17.14232 12.39744
N 13.57987 16.93925 20.35910
N 19.94369 15.99209 23.80895
N 13.25485 19.84206 15.05913
N 17.81531 23.96393 20.21350
N 20.87842 17.01124 13.74217
N 9.95757 16.19965 25.98619
C 19.63364 22.68570 18.46567
C 19.49635 22.18285 19.90398
C 13.20557 18.31248 20.68075
C 11.08371 16.21096 25.06279
C 12.37605 20.75827 17.64306
C 16.89028 24.22869 17.88787
C 18.37728 17.65266 22.85001
C 15.48544 19.51582 15.80967
C 10.73386 17.07495 23.82541
C 18.33421 22.41115 22.03227
C 8.04008 14.72490 18.04985
C 15.83395 17.33358 19.46255
C 18.52073 17.30330 25.35937
C 17.97819 13.85835 19.25872
C 13.85169 20.43325 17.40630
C 8.92831 18.17504 25.09574
C 19.17422 14.77159 24.00218
C 18.48476 14.83687 25.38765
C 7.96803 17.13086 27.05877
C 13.80650 15.65343 16.88548
C 10.11299 18.42167 24.17140
C 11.37707 14.78352 24.54349
C 18.56781 16.97612 15.48353
C 14.95000 16.53611 20.44651
C 19.28058 17.28102 24.02316
C 19.97023 17.26837 15.99700
C 19.37978 24.16694 18.38029
C 21.23238 15.18175 15.41642
C 11.81471 20.03494 15.22806
C 22.39390 17.42286 15.56550
C 12.82237 18.38420 8.42844
C 19.55068 16.70935 13.14152
C 19.50792 17.39324 11.77359
C 10.17706 18.36948 27.26639
C 20.36255 18.35739 24.15027
C 18.46208 17.28807 14.00838
C 11.44624 19.99262 16.71798
C 12.36804 16.75925 25.66122
C 18.11876 17.75975 19.15316
C 8.95198 13.49236 18.06884
C 15.51499 19.82643 23.18467
C 12.30221 17.49982 10.55585
C 13.67057 18.89121 22.02928
C 17.69598 14.21991 17.79152
C 19.29176 15.19848 12.90536
C 18.03532 26.10668 19.06275
C 14.46759 16.17835 13.33345
C 11.03534 18.90487 14.53924
C 17.63738 16.08299 25.63375
C 17.97924 24.60430 18.89642
C 17.13859 21.53068 19.99964
C 9.29584 17.45616 26.38350
C 18.13175 22.58046 20.51540
C 13.66191 16.10163 14.61419
C 14.26889 20.44488 15.93315
C 21.11272 16.69976 15.16909
C 14.62926 21.86110 15.46224
C 12.95168 16.49165 11.49339
C 20.15521 13.57148 24.00091
C 10.19162 15.34949 18.37069
C 18.04984 14.44796 22.99241
C 11.28461 21.38652 14.68238
C 15.93769 13.03569 18.67695
H 12.12518 20.71473 18.70161
H 20.99372 13.93794 24.60386
H 17.35656 20.57519 20.49092
H 10.48539 14.32803 24.10852
H 15.33443 18.54093 16.28160
H 9.51650 14.59772 26.89396
H 12.72003 15.55912 14.45140
H 18.47152 15.89901 15.64996
H 12.12280 17.62650 8.04621
H 9.83956 18.99236 23.28154
H 9.99200 18.84601 14.85432
H 15.34635 16.72762 21.44778
H 11.46008 17.05137 10.01523
H 17.19943 26.52701 19.62463
H 13.66506 18.89181 19.87178
H 12.53449 16.40842 26.68254
H 14.56271 17.62077 11.78784
H 11.07899 18.99170 13.45398
H 13.78522 18.75396 13.64212
H 20.08240 18.34850 16.15776
H 11.41812 18.95615 17.07457
H 21.65445 14.97822 16.40345
H 7.19645 14.50212 18.70908
H 18.85714 14.69175 13.76901
H 15.39520 22.33044 16.08382
H 19.43340 18.47907 11.85777
H 15.48962 16.48025 13.58240
H 21.56040 15.82247 22.96381
H 18.50260 13.83445 17.17300
H 17.08999 14.93963 23.15338
H 10.25154 21.23482 14.37880
H 18.97573 22.08231 17.83903
H 12.15696 14.74429 23.78456
H 19.45260 24.38490 17.30890
H 12.11796 18.35094 20.65250
H 15.71169 19.16756 24.03815
H 19.18708 17.47810 26.20678
H 18.40494 14.65895 21.98100
H 11.45194 22.21768 15.36800
H 16.10735 21.76162 20.27005
H 13.08653 19.82296 22.09276
H 20.85179 18.57090 23.19914
H 9.98695 16.54447 23.22590
H 18.80267 13.19038 19.50800
H 14.92356 21.80455 14.41184
H 17.31432 21.25966 18.95699
H 18.17410 26.63628 18.12074
H 19.69478 12.67238 24.39240
H 12.49565 17.83883 25.59413
H 16.85426 23.14999 17.69653
H 19.07175 17.25201 19.00306
H 13.56338 15.87241 10.81796
H 17.28882 16.05009 26.66581
H 15.47812 17.21674 18.42877
H 21.12795 18.02660 24.85825
H 18.56575 15.02261 12.11087
H 13.03429 16.49444 19.64127
H 14.40198 15.22684 17.69036
H 15.79502 19.32311 14.78300
H 20.14013 24.77939 18.86438
H 17.11074 24.62757 16.89390
H 22.38387 18.48813 15.33144
H 16.76963 16.16327 24.97536
H 10.65834 17.70164 27.99069
H 13.66510 18.43477 7.74696
H 17.79410 18.12274 25.39184
H 20.68805 22.50603 18.23671
H 8.83057 12.91682 17.15072
H 17.36112 22.52520 22.52415
H 20.10184 16.88468 17.01427
H 12.88005 15.07211 16.90328
H 8.53147 19.17329 25.31136
H 8.83653 12.81432 18.91293
H 13.39938 17.15447 14.80087
H 11.64320 17.19603 23.23662
H 20.23153 14.70919 12.65092
H 11.70960 14.20198 25.40524
H 13.22815 16.35432 25.11528
H 21.98748 14.78570 14.73094
H 17.93784 13.89853 25.51887
H 14.46298 21.18799 17.91219
H 18.88299 17.50964 21.89838
H 14.63296 15.18749 12.88325
H 13.58300 16.70077 17.11345
H 22.59608 17.38991 16.63966
H 14.15118 19.51784 17.92530
H 19.97413 19.28849 24.56617
H 18.93447 23.26230 22.35105
H 17.02944 25.19629 21.34886
H 17.56704 15.30039 17.78223
H 7.51802 17.97381 27.59279
H 10.87178 19.04840 24.65161
H 10.99486 18.88171 26.77209
H 19.67458 21.10942 19.97194
H 13.84385 22.62411 15.44513
H 17.78981 13.38619 22.97620
H 20.28592 22.66856 20.48856
H 7.17454 16.77626 26.40430
H 8.15503 17.64747 24.53251
H 11.89090 21.66976 13.81588
H 18.71919 17.05523 11.09806
H 17.85464 17.57104 16.05104
H 15.85608 24.46902 18.13684
H 18.00068 18.67494 22.93379
H 12.18750 19.27556 8.37797
H 8.16138 16.44521 27.89015
H 11.86465 18.33187 11.12534
H 15.85039 18.40808 19.68558
H 17.88805 18.20683 18.17527
H 15.13251 15.47527 20.26564
H 18.29649 18.37085 13.94706
H 20.39405 17.17982 11.16923
H 23.24758 16.97019 15.05788
H 19.26828 14.75401 26.15045
H 18.18693 18.60556 19.84623
H 17.50655 16.91272 13.62576
H 7.53684 14.87813 17.09368
H 20.60549 13.50220 23.01125
H 13.39214 18.32772 22.92634
H 18.00935 14.71804 19.92715
H 20.32369 14.61332 15.24769
H 11.46323 17.95145 14.86111
H 9.61119 19.06712 27.88467
H 18.90660 26.39872 19.66212
H 16.32360 19.94063 16.37745
H 14.90979 20.66103 23.56508
H 10.45304 20.43068 16.83625
H 12.25160 15.82162 11.98702
H 12.30305 21.81677 17.35733
H 18.64784 21.40141 22.28825
H 17.44672 17.08200 22.90436
H 16.43849 20.30202 22.84760
H 22.19087 17.25743 12.46766
*
```

Output
largest force on an atom	2.13	eV/Å
LUMO energy	0.446	eV
gap between HOMO and LUMO	0.2959	Ha
HOMO energy	-0.2795	Ha
SMILES	CC1(C)CCCC(C)(C)N1O.CC1(C)CCCC(C)(C)N1O.CC1(C)CCCC(C)(C)N1O.CC1(C)CCCC(C)(C)N1O.CC1(C)CCCC(C)(C)N1O.COCCNCCOC.COCCNCCOC.O=C1OCCO1.O=C1OCCO1
relative energy (zero: lowest compared OMol25 entry of this formula, charge and spin)	0.000	eV
calculated total energy	-3991.800415	Ha

These are the Mulliken partial charges, in e, on atoms 1 to 99: 0.448, -0.477, -0.339, -0.486, -0.339, -0.624, -0.367, -0.436, 0.766, -0.292, -0.276, -0.585, -0.496, -0.353, -0.325, 0.011, 0.333, 0.303, 1.413, 0.519, 0.124, 0.357, -0.239, -1.294, 0.951, 1.877, -1.040, -1.447, -0.650, -1.927, -0.682, -2.033, -0.303, 1.919, -1.523, 0.652, 0.098, -1.416, 2.272, -1.591, -1.964, 0.269, -0.471, -2.054, 2.039, -1.471, 2.125, -1.586, -1.337, -1.841, 1.542, -2.140, -0.849, 2.410, -2.100, -1.716, -2.277, -0.791, -1.452, -1.800, 0.212, -0.351, -0.536, -0.687, -1.497, 1.012, -1.915, -2.097, -0.124, -1.779, -0.090, 1.754, 0.097, 1.743, 1.344, 0.642, 2.359, 2.268, -1.857, -0.883, -2.182, 0.472, -1.798, -1.771, 0.606, 0.565, 0.488, -0.501, 0.439, -0.294, 0.348, 0.324, -0.699, 0.341, 0.554, 0.540, -0.303, 0.491, 0.431